Entry from OMol25: a structure of composition C30H32N3NiO5Se2 (the ωB97M-V functional and the def2-TZVPD basis).

Output
ΔE to the lowest compared entry with this formula, charge and spin   97.2 kJ/mol
Multiplicity   1
Charge   -1

CARTESIAN COORDINATES (ANGSTROEM)
Ni  -0.191  -0.483  -0.551
C  1.249  -5.250  -0.238
O  -0.153  -4.964  -0.373
C  -0.237  -3.607  -0.537
N  0.836  -2.945  -0.582
C  1.946  -3.884  -0.442
C  2.855  -3.489  0.699
C  4.194  -3.860  0.686
C  5.032  -3.516  1.737
C  4.535  -2.784  2.806
C  3.202  -2.398  2.814
C  2.361  -2.749  1.768
C  -1.598  -3.057  -0.654
C  -2.681  -3.916  -0.521
C  -3.962  -3.410  -0.649
C  -4.103  -2.062  -0.922
C  -2.967  -1.269  -1.036
N  -1.715  -1.737  -0.892
C  -3.126  0.163  -1.337
N  -2.202  1.018  -1.350
C  -2.786  2.307  -1.694
C  -4.261  1.961  -2.013
O  -4.396  0.576  -1.636
C  -2.064  2.982  -2.834
C  -2.505  4.229  -3.267
C  -1.886  4.868  -4.331
C  -0.807  4.268  -4.963
C  -0.348  3.037  -4.516
C  -0.970  2.390  -3.457
H  1.511  -5.989  -0.995
H  1.419  -5.660  0.758
H  2.528  -3.870  -1.368
H  4.590  -4.409  -0.162
H  6.076  -3.804  1.712
H  5.191  -2.496  3.618
H  2.811  -1.797  3.627
H  1.336  -2.388  1.758
H  -2.496  -4.960  -0.319
H  -4.827  -4.051  -0.542
H  -5.071  -1.599  -1.045
H  -2.714  2.942  -0.806
H  -4.487  2.046  -3.077
H  -4.982  2.534  -1.431
H  -3.334  4.710  -2.758
H  -2.238  5.839  -4.658
H  -0.313  4.768  -5.788
H  0.519  2.579  -4.976
H  -0.560  1.465  -3.062
O  2.326  2.217  4.132
C  1.003  2.707  3.919
C  0.408  2.135  2.615
C  -1.047  2.635  2.647
O  -1.789  2.495  1.463
C  0.502  0.599  2.738
Se  -0.736  -0.535  1.712
C  1.262  2.723  1.478
Se  0.835  2.515  -0.423
H  2.651  2.590  4.956
H  1.017  3.803  3.859
H  0.356  2.414  4.757
H  -1.048  3.708  2.879
H  -1.550  2.121  3.482
H  -1.654  1.577  1.156
H  0.302  0.338  3.782
H  1.531  0.303  2.542
H  2.285  2.372  1.620
H  1.297  3.810  1.610
C  2.639  0.182  -0.196
C  1.280  0.592  -0.742
O  0.976  0.232  -1.962
H  2.945  -0.712  -0.743
H  2.606  -0.065  0.866
H  3.390  0.964  -0.349



Entry from OMol25: a structure of composition C30H32N3OPS4Sn (the ωB97M-V functional and the def2-TZVPD basis).

Output
ΔE to the lowest compared entry with this formula, charge and spin   0.0 kJ/mol
Multiplicity   1

CARTESIAN COORDINATES (ANGSTROEM)
Sn  1.477  -20.291  7.306
C  0.024  -24.448  8.149
C  -1.325  -23.772  8.147
S  -1.269  -22.047  7.664
C  -2.507  -21.366  8.797
C  -2.627  -19.865  8.659
S  -1.161  -18.808  8.902
C  -1.011  -18.755  10.693
C  -0.886  -20.061  11.492
S  0.328  -21.144  10.686
C  -0.205  -22.760  11.379
C  0.673  -23.896  10.836
S  1.296  -23.704  9.168
H  0.504  -24.402  7.128
H  -0.019  -25.517  8.350
H  -1.767  -23.841  9.134
H  -1.961  -24.246  7.390
H  -2.267  -21.663  9.831
H  -3.457  -21.845  8.553
H  -3.369  -19.513  9.349
H  -2.973  -19.681  7.645
H  -1.846  -18.163  11.106
H  -0.080  -18.140  10.841
H  -1.841  -20.553  11.609
H  -0.610  -19.819  12.529
H  -1.243  -22.908  11.164
H  -0.091  -22.696  12.486
H  0.164  -24.858  10.956
H  1.538  -23.979  11.499
C  6.073  -15.372  4.630
C  5.824  -16.720  4.415
C  4.788  -17.358  5.062
C  3.986  -16.648  5.945
C  4.187  -15.287  6.117
C  5.264  -14.651  5.459
P  2.654  -17.631  6.686
C  1.696  -16.412  7.663
C  0.521  -15.843  7.201
C  -0.254  -15.023  7.978
C  0.088  -14.797  9.300
C  1.259  -15.381  9.792
C  2.076  -16.125  8.969
C  1.550  -17.998  5.302
C  1.367  -17.218  4.157
C  0.363  -17.517  3.285
C  -0.519  -18.572  3.522
C  -0.292  -19.376  4.627
C  0.704  -19.115  5.565
H  6.921  -14.880  4.134
H  6.476  -17.247  3.725
H  4.597  -18.413  4.884
H  3.555  -14.702  6.798
H  5.384  -13.584  5.539
H  0.195  -16.108  6.218
H  -1.116  -14.564  7.525
H  -0.571  -14.219  9.918
H  1.592  -15.185  10.812
H  3.021  -16.523  9.362
H  2.012  -16.382  3.933
H  0.280  -16.876  2.374
H  -1.290  -18.813  2.811
H  -0.915  -20.261  4.747
N  4.676  -21.011  6.400
C  3.778  -21.734  5.637
O  2.541  -21.544  5.859
C  4.275  -22.566  4.655
C  3.404  -23.195  3.728
N  2.700  -23.750  3.013
C  5.678  -22.755  4.590
N  6.820  -22.826  4.691
H  4.391  -20.870  7.333
H  5.635  -21.307  6.337



Entry from OMol25: an isolated molecule of C30H32N4O4 (the ωB97M-V functional and the def2-TZVPD basis).

Output
ΔE to the lowest compared entry with this formula, charge and spin   0.0 kJ/mol
Structure (SMILES)   COc1ccc(-c2nc3ccc(C(=O)NCCCN4CCOCC4)cc3nc2-c2ccc(OC)cc2)cc1
Multiplicity   1

CARTESIAN COORDINATES (ANGSTROEM)
C  -2.956  0.351  -8.380
O  -3.535  0.269  -7.100
C  -2.716  0.225  -6.016
C  -1.326  0.263  -6.062
C  -0.591  0.194  -4.893
C  -1.221  0.090  -3.657
C  -0.456  0.041  -2.410
N  -0.957  0.686  -1.383
C  -0.214  0.810  -0.268
C  -0.728  1.478  0.861
C  0.073  1.690  1.947
C  1.419  1.263  1.952
C  2.307  1.536  3.126
O  3.476  1.855  3.007
N  1.699  1.379  4.318
C  2.347  1.643  5.579
C  1.385  2.347  6.534
C  0.220  1.444  6.956
N  -0.656  1.138  5.827
C  -1.694  2.134  5.591
C  -2.870  2.005  6.569
O  -3.417  0.704  6.546
C  -2.436  -0.265  6.848
C  -1.268  -0.183  5.858
C  1.942  0.610  0.863
C  1.127  0.336  -0.249
N  1.581  -0.427  -1.260
C  0.806  -0.639  -2.296
C  1.271  -1.623  -3.275
C  0.390  -2.503  -3.905
C  0.860  -3.442  -4.794
C  2.224  -3.531  -5.083
O  2.578  -4.487  -5.984
C  3.941  -4.656  -6.287
C  3.109  -2.666  -4.446
C  2.631  -1.732  -3.546
C  -2.617  0.085  -3.615
C  -3.353  0.141  -4.775
H  -2.321  -0.515  -8.591
H  -3.791  0.364  -9.080
H  -2.371  1.269  -8.499
H  -0.803  0.350  -7.001
H  0.486  0.242  -4.947
H  -1.749  1.826  0.828
H  -0.311  2.227  2.802
H  0.728  1.098  4.398
H  2.692  0.703  6.029
H  3.224  2.264  5.373
H  1.003  3.250  6.056
H  1.932  2.645  7.430
H  -0.320  1.926  7.783
H  0.630  0.504  7.333
H  -1.261  3.133  5.659
H  -2.071  1.979  4.575
H  -3.679  2.680  6.286
H  -2.544  2.252  7.592
H  -2.935  -1.233  6.781
H  -2.069  -0.120  7.876
H  -0.510  -0.930  6.103
H  -1.648  -0.388  4.852
H  2.971  0.287  0.859
H  -0.665  -2.465  -3.680
H  0.189  -4.133  -5.280
H  3.983  -5.474  -7.005
H  4.368  -3.756  -6.741
H  4.520  -4.925  -5.398
H  4.170  -2.713  -4.638
H  3.315  -1.066  -3.043
H  -3.107  0.028  -2.655
H  -4.432  0.125  -4.754